<1>
Density functional theory data (ωB97M-V with the def2-TZVPD basis set) for a single C2H3N3O molecule.

Geometry as ORCA input:
```
! RIJCOSX wB97M-V def2-TZVPD def2/J DEFGRID3
* xyz 0 1
N 2.10692 0.44870 -0.02885
N 1.86891 -0.72012 0.07665
C 0.72883 0.09389 -0.34764
C -0.48759 0.42617 0.50645
N -1.58718 -0.53980 0.38012
O -1.54776 0.69434 -0.31218
H 0.53735 0.03611 -1.44498
H -0.35334 0.88819 1.37790
H -1.26613 -1.32750 -0.20748
*
```

SMILES string: N1=NC1[C@@H]1NO1

These are the Löwdin partial charges, in e, on atoms 1 to 6:
1. N 0.10
2. N 0.10
3. C -0.27
4. C -0.30
5. N 0.07
6. O -0.04

***

<2>
Density functional theory data (ωB97M-V with the def2-TZVPD basis set) for a single C2H3N3O molecule.

Geometry as ORCA input:
```
! RIJCOSX wB97M-V def2-TZVPD def2/J DEFGRID3
* xyz 0 1
C -1.02857 -0.94707 0.27537
C 0.60737 0.34669 0.09726
N 1.24142 -0.50632 -0.56300
N 0.91800 -1.71544 -0.68676
N 0.45029 1.68444 0.06257
O -0.34333 -1.95347 -0.19553
H -2.03063 -1.01631 0.53817
H 0.36663 1.93823 1.01887
H -0.18119 2.16924 -0.54697
*
```

These are the Löwdin partial charges, in e, on atoms 1 to 6:
1. C 0.10
2. C -0.25
3. N -0.01
4. N -0.03
5. N 0.08
6. O -0.10

***

<1> ends up most stable, edging out the next structure by 96.2 kJ/mol.